(1)
Molecular formula: C21H16N4O3PdS5
Method: DFT, ωB97M-V with the def2-TZVPD basis set

Molar mass (g mol⁻¹): 639.14
HOMO (alpha / beta) (eV): -13.6 / -13.9
Total energy (Ha): -3372.76863
Spin multiplicity: 5
Gap between HOMO and LUMO (alpha / beta) (eV): 6.9 / 5.0
Energy relative to the best compared isomer or geometry (same formula, charge and spin) (kcal/mol): 40.8
Net charge: +2
E_LUMO (alpha / beta) (eV): -6.66 / -8.90

Structure (XYZ):
```
50
C21H16N4O3PdS5 (ωB97M-V with the def2-TZVPD basis set)
Pd -0.18 1.64 0.58
N 3.40 -0.62 1.71
C 4.40 -0.54 0.74
C 5.73 -0.68 1.11
C 6.72 -0.57 0.15
C 6.40 -0.33 -1.19
C 5.08 -0.20 -1.57
C 4.08 -0.29 -0.61
S 2.41 -0.10 -1.08
N 1.59 -0.09 0.33
C 2.11 -0.33 1.50
C 1.18 -0.28 2.66
C 1.40 -1.02 3.82
C 0.50 -0.89 4.87
C -0.58 -0.03 4.73
C -0.74 0.64 3.52
N 0.12 0.52 2.52
H 3.72 -0.77 2.66
H 5.99 -0.87 2.14
H 7.76 -0.66 0.45
H 7.18 -0.26 -1.93
H 4.82 -0.02 -2.60
H 2.23 -1.71 3.90
H 0.64 -1.46 5.78
H -1.29 0.10 5.53
H -1.58 1.31 3.36
C -5.09 0.06 -0.54
O -3.76 -0.05 -1.09
C -2.75 0.54 -0.55
S -2.78 1.58 0.77
S -1.23 0.35 -1.30
H -5.54 -0.93 -0.63
H -5.65 0.77 -1.14
H -5.07 0.37 0.50
O -1.90 4.70 0.08
S -0.52 4.38 -0.05
O -0.15 3.36 -1.04
N 0.13 3.68 1.33
C 1.41 4.03 1.36
S 2.51 2.90 1.95
C 1.72 5.29 0.68
C 2.86 6.07 0.78
C 2.89 7.27 0.08
C 1.82 7.68 -0.71
C 0.68 6.88 -0.84
C 0.66 5.70 -0.13
H 3.69 5.76 1.40
H 3.76 7.91 0.16
H 1.87 8.62 -1.24
H -0.15 7.18 -1.46
```

(2)
Molecular formula: C47H124N6O18
Method: DFT, ωB97M-V with the def2-TZVPD basis set

Molar mass (g mol⁻¹): 1061.53
SMILES string: COCCNCCOC.COCCNCCOC.COCCNCCOC.COCCNCCOC.COCCNCCOC.COCCNCCOC.CCO.CCO.CCO.CCO.CCO.CO
HOMO (eV): -8.7
Total energy (Ha): -3547.53914
Gap between HOMO and LUMO (eV): 9.3
Energy relative to the best compared isomer or geometry (same formula, charge and spin) (kcal/mol): 0.0
Net charge: 0
E_LUMO (eV): 0.64

Structure (XYZ):
```
195
C47H124N6O18 (ωB97M-V with the def2-TZVPD basis set)
C 17.93 15.82 11.91
O 16.74 15.71 12.64
C 16.84 16.38 13.91
C 16.92 17.91 13.78
N 15.56 18.50 13.62
C 15.57 19.99 13.59
C 15.82 20.64 14.93
O 17.22 20.74 15.17
C 17.54 21.45 16.42
H 18.14 16.81 11.51
H 17.95 15.22 11.00
H 18.80 15.51 12.49
H 17.72 15.99 14.42
H 15.96 16.08 14.48
H 17.52 18.20 12.92
H 17.29 18.33 14.72
H 15.40 18.14 12.70
H 14.56 20.35 13.37
H 16.25 20.36 12.82
H 15.24 20.19 15.73
H 15.52 21.68 14.82
H 18.62 21.64 16.43
H 17.33 20.81 17.27
H 17.10 22.44 16.51
C 12.59 17.06 19.37
O 11.89 18.27 19.34
C 11.32 18.67 20.60
C 10.49 19.94 20.41
N 11.35 21.04 19.91
C 10.51 22.11 19.41
C 11.39 22.95 18.46
O 12.07 22.16 17.50
C 12.98 22.82 16.66
H 13.03 16.80 18.40
H 11.97 16.23 19.71
H 13.45 17.04 20.04
H 12.20 18.87 21.21
H 10.71 17.87 21.01
H 10.07 20.23 21.38
H 9.70 19.65 19.72
H 11.79 20.72 19.05
H 10.06 22.82 20.11
H 9.62 21.77 18.88
H 12.14 23.49 19.04
H 10.86 23.74 17.94
H 13.49 22.22 15.91
H 13.73 23.32 17.26
H 12.46 23.60 16.10
C 15.37 14.25 19.37
O 14.83 14.64 20.66
C 15.66 15.56 21.38
C 15.11 15.67 22.78
N 13.77 16.31 22.79
C 13.09 16.13 24.08
C 13.74 16.91 25.21
O 14.74 16.16 25.91
C 14.36 15.16 26.81
H 15.40 15.12 18.71
H 14.69 13.54 18.92
H 16.40 13.92 19.50
H 15.63 16.54 20.91
H 16.66 15.14 21.41
H 15.75 16.35 23.34
H 15.13 14.75 23.36
H 13.27 15.82 22.06
H 13.01 15.07 24.34
H 12.04 16.38 23.92
H 13.00 17.08 25.99
H 14.06 17.88 24.84
H 15.22 14.73 27.32
H 13.72 14.39 26.39
H 13.68 15.61 27.54
C 18.48 12.30 10.16
O 17.53 12.59 11.25
C 17.75 11.90 12.46
C 16.72 12.29 13.52
N 16.89 11.41 14.68
C 15.72 11.63 15.56
C 15.86 11.12 17.01
O 16.91 11.80 17.70
C 17.25 11.31 18.99
H 19.46 12.71 10.42
H 18.14 12.63 9.18
H 18.60 11.23 10.00
H 18.72 12.27 12.81
H 17.83 10.82 12.34
H 15.68 12.15 13.22
H 16.87 13.35 13.68
H 17.76 11.65 15.13
H 14.86 11.04 15.25
H 15.43 12.68 15.60
H 16.15 10.07 16.95
H 14.88 11.21 17.46
H 17.75 10.37 18.77
H 16.41 11.11 19.65
H 17.93 11.96 19.54
C 12.53 10.55 20.04
O 11.38 9.96 20.65
C 10.21 10.03 19.88
C 10.25 9.06 18.66
N 10.86 9.70 17.47
C 10.88 8.72 16.40
C 11.33 9.41 15.05
O 10.36 10.30 14.53
C 10.85 10.90 13.37
H 13.33 10.55 20.78
H 12.27 11.57 19.76
H 12.87 10.07 19.12
H 9.94 11.04 19.59
H 9.39 9.75 20.54
H 9.22 8.79 18.38
H 10.78 8.16 18.96
H 10.25 10.44 17.15
H 9.88 8.34 16.17
H 11.59 7.91 16.60
H 11.46 8.60 14.32
H 12.32 9.80 15.27
H 11.64 10.34 12.86
H 11.15 11.91 13.66
H 9.97 11.05 12.75
C 9.79 13.89 20.14
O 9.60 15.09 20.87
C 8.22 15.52 21.13
C 8.17 16.88 21.89
N 8.83 16.80 23.15
C 8.96 18.09 23.87
C 7.73 18.80 24.37
O 7.01 18.12 25.39
C 7.70 17.90 26.63
H 9.20 13.04 20.50
H 10.81 13.53 20.27
H 9.58 14.06 19.08
H 7.69 14.72 21.64
H 7.81 15.73 20.14
H 7.11 17.06 22.05
H 8.55 17.68 21.25
H 9.71 16.34 22.96
H 9.55 18.74 23.23
H 9.63 17.92 24.71
H 7.00 19.01 23.59
H 7.95 19.79 24.78
H 8.37 17.04 26.66
H 6.93 17.90 27.40
H 8.43 18.69 26.84
C 7.77 11.32 17.12
O 8.59 12.46 17.32
H 7.72 10.77 18.06
H 6.74 11.63 16.90
H 8.13 10.66 16.33
H 8.03 13.17 17.65
C 13.09 14.22 12.04
C 13.54 15.29 10.97
O 14.18 16.29 11.73
H 13.98 13.75 12.45
H 12.57 13.47 11.45
H 12.37 14.63 12.75
H 12.65 15.68 10.48
H 14.20 14.92 10.18
H 15.07 16.03 11.98
C 11.75 17.48 14.20
C 12.47 18.32 15.30
O 13.73 17.77 15.53
H 10.80 17.92 13.92
H 11.57 16.46 14.55
H 12.34 17.36 13.29
H 11.85 18.39 16.19
H 12.64 19.35 14.98
H 14.27 18.11 14.82
C 8.78 14.19 14.09
C 7.48 13.88 13.38
O 7.36 14.61 12.19
H 9.70 13.78 13.68
H 8.69 13.95 15.15
H 8.86 15.27 14.10
H 6.68 14.27 14.02
H 7.35 12.80 13.31
H 6.49 14.41 11.85
C 8.92 16.82 16.45
C 8.58 17.61 17.76
O 7.32 17.29 18.15
H 8.92 15.73 16.50
H 9.89 17.14 16.08
H 8.12 16.95 15.73
H 8.70 18.69 17.64
H 9.33 17.34 18.51
H 7.05 17.89 18.84
C 11.76 14.32 16.84
C 12.90 13.85 15.94
O 13.87 14.76 16.23
H 11.65 15.40 16.73
H 11.92 14.34 17.92
H 10.83 13.78 16.63
H 12.71 13.99 14.88
H 13.17 12.84 16.25
H 13.62 15.62 15.88
```